Formula: C18H8Cl30N2
Source: the Open Molecules 2025 dataset
Level of theory: ωB97M-V with the def2-TZVPD basis set

Values from the calculation:
Total energy (hartree): -14605.79376
Net charge: 0
ΔE to the lowest compared entry with this formula, charge and spin (kcal per mole): 0.0

Cartesian coordinates (Å):
C (5.0032, 5.0235, 0.4960)
C (3.6275, 4.3499, 0.7316)
Cl (3.4444, 2.6719, 0.0903)
C (2.5624, 4.9183, 1.3747)
Cl (2.6518, 6.5624, 2.0588)
C (1.2655, 4.0652, 1.4472)
C (1.0603, 3.1055, 2.5601)
N (-0.0260, 2.2567, 2.7267)
C (-0.8919, 2.4680, 1.6600)
C (-2.1274, 1.6099, 1.6311)
C (-3.1163, 1.7066, 0.5792)
C (-2.9572, 2.7112, -0.5255)
C (-1.7697, 3.5362, -0.5129)
C (-0.7317, 3.4351, 0.5629)
N (0.3698, 4.2579, 0.4484)
H (5.1537, 5.2251, -0.5995)
H (5.8023, 4.3196, 0.8269)
H (5.0376, 5.9942, 1.0389)
H (1.8619, 3.0610, 3.3326)
H (-2.2958, 0.8386, 2.4199)
H (-4.0275, 1.0712, 0.5442)
H (-3.6828, 2.8570, -1.3523)
H (-1.5941, 4.2767, -1.3279)
C (-2.8347, -0.7206, -2.7553)
Cl (-1.4666, 0.4011, -2.7827)
Cl (-4.3321, 0.1585, -3.1225)
Cl (-2.5841, -1.9894, -3.9683)
Cl (-2.9602, -1.4652, -1.1528)
C (3.2732, -0.3548, 4.1377)
Cl (1.9907, 0.7332, 3.5770)
Cl (2.5469, -1.7894, 4.8890)
Cl (4.2743, -0.8477, 2.7576)
Cl (4.2858, 0.4866, 5.3272)
C (-3.4640, -1.9302, 3.5125)
Cl (-3.1432, -3.5225, 4.2213)
Cl (-5.0072, -1.3101, 4.1232)
Cl (-2.1637, -0.8107, 3.9612)
Cl (-3.5411, -2.0898, 1.7471)
C (-1.4075, -5.9762, -2.2465)
Cl (-2.7617, -6.7799, -1.4312)
Cl (-1.9739, -4.4629, -2.9756)
Cl (-0.1341, -5.6204, -1.0663)
Cl (-0.7590, -7.0463, -3.5091)
C (-6.4799, -3.9831, -0.5377)
Cl (-5.9973, -2.7569, -1.7167)
Cl (-5.1082, -4.4028, 0.5126)
Cl (-7.8045, -3.3503, 0.4561)
Cl (-7.0277, -5.4350, -1.3958)
C (7.1129, 0.3126, 0.2808)
Cl (6.6109, 0.9836, -1.2802)
Cl (6.9278, 1.5443, 1.5428)
Cl (6.1017, -1.0896, 0.6748)
Cl (8.8095, -0.1906, 0.1901)
C (0.8796, -3.4039, -6.4366)
Cl (-0.3161, -2.2962, -7.1352)
Cl (0.0442, -4.7397, -5.6255)
Cl (1.9136, -4.0464, -7.7255)
Cl (1.8757, -2.5308, -5.2590)

Atomic forces in eV per Å
-0.7 -0.6 -0.3
-0.2 1.0 0.5
0.3 1.4 0.5
0.4 -1.9 -0.8
-0.3 -1.4 -0.5
-1.0 0.4 0.3
-0.9 0.2 -0.2
1.9 3.7 -3.0
-2.4 -1.2 -0.6
-0.9 0.7 -2.0
1.9 1.5 0.1
2.8 0.6 1.8
-1.2 -1.5 0.9
-0.9 -0.4 -0.6
0.4 -1.5 2.3
-0.2 -0.3 1.0
-0.5 0.7 -0.2
0.1 -0.8 -0.3
-0.9 0.3 -0.8
0.4 1.2 -0.9
0.9 0.4 0.3
0.5 -0.4 0.8
-0.1 -0.7 0.9
0.1 0.0 0.1
-0.2 -0.2 0.0
0.1 -0.1 0.1
-0.3 0.9 -0.4
0.3 0.2 -0.4
-0.1 -0.1 0.0
0.6 -1.2 0.4
0.1 0.1 0.0
-0.6 0.3 0.8
-0.1 -0.1 -0.1
0.1 0.0 0.1
0.0 0.1 -0.1
0.2 -0.1 -0.1
-0.1 -0.5 0.3
0.2 0.4 0.7
-0.1 0.0 0.0
0.1 0.1 -0.1
0.2 -0.9 0.6
-0.1 0.0 -0.1
-0.1 0.0 0.2
0.0 -0.2 0.0
-0.1 -0.1 0.1
-0.4 -0.2 -0.5
0.1 -0.1 -0.1
0.1 0.1 0.1
0.0 0.1 0.0
0.0 -0.1 0.2
0.0 -0.1 -0.1
0.7 0.0 -0.7
-0.2 0.0 0.0
0.0 0.0 0.0
0.1 -0.1 0.1
0.2 0.2 -0.3
-0.1 0.1 0.1
-0.1 -0.1 -0.1

The molecule's Löwdin atomic charges, reported in e, are given here: atom 1 (C): -0.11, atom 2 (C): -0.63, atom 3 (Cl): 0.63, atom 4 (C): -0.61, atom 5 (Cl): 0.64, atom 6 (C): -0.30, atom 7 (C): -0.14, atom 8 (N): 0.05, atom 9 (C): -0.18, atom 10 (C): -0.02, atom 11 (C): -0.08, atom 12 (C): -0.09, atom 13 (C): -0.02, atom 14 (C): -0.18, atom 15 (N): 0.16, atom 16 (H): 0.09, atom 17 (H): 0.05, atom 18 (H): 0.05, atom 19 (H): 0.07, atom 20 (H): 0.00, atom 21 (H): 0.09, atom 22 (H): 0.09, atom 23 (H): 0.11, atom 24 (C): -1.98, atom 25 (Cl): 0.56, atom 26 (Cl): 0.53, atom 27 (Cl): 0.47, atom 28 (Cl): 0.47, atom 29 (C): -1.98, atom 30 (Cl): 0.63, atom 31 (Cl): 0.52, atom 32 (Cl): 0.46, atom 33 (Cl): 0.52, atom 34 (C): -1.99, atom 35 (Cl): 0.53, atom 36 (Cl): 0.54, atom 37 (Cl): 0.58, atom 38 (Cl): 0.46, atom 39 (C): -2.00, atom 40 (Cl): 0.52, atom 41 (Cl): 0.44, atom 42 (Cl): 0.53, atom 43 (Cl): 0.50, atom 44 (C): -2.02, atom 45 (Cl): 0.50, atom 46 (Cl): 0.48, atom 47 (Cl): 0.53, atom 48 (Cl): 0.52, atom 49 (C): -2.01, atom 50 (Cl): 0.52, atom 51 (Cl): 0.52, atom 52 (Cl): 0.48, atom 53 (Cl): 0.53, atom 54 (C): -2.03, atom 55 (Cl): 0.51, atom 56 (Cl): 0.48, atom 57 (Cl): 0.52, atom 58 (Cl): 0.52

***

Formula: C18H9BrN8O2
Source: the Open Molecules 2025 dataset
Level of theory: ωB97M-V with the def2-TZVPD basis set

Values from the calculation:
Total energy (hartree): -3853.76094
Net charge: 0

Cartesian coordinates (Å):
O (2.9065, -5.3085, -4.2105)
O (-7.6392, 0.9706, 3.4679)
Br (3.5758, 3.4406, -0.8288)
N (4.5859, -4.0609, -2.9002)
N (-5.4001, 1.2754, 3.9041)
N (3.1371, 0.6108, -0.3523)
N (-1.5648, 0.7282, 0.0085)
N (-0.3790, 2.7201, -0.1251)
N (0.6381, 0.6536, -0.0325)
C (3.4083, -4.3565, -3.5244)
C (-6.4674, 0.9200, 3.1326)
C (4.3841, -2.9215, -2.2827)
C (-4.4303, 1.1556, 3.0815)
C (5.3570, -2.0751, -1.4264)
C (-3.0786, 1.5101, 3.2637)
C (4.8482, -0.9803, -0.7368)
C (2.3874, -1.4327, -1.5969)
C (-2.1242, 1.4099, 2.2435)
C (-3.8870, 0.7409, 0.6378)
C (2.9506, -2.5231, -2.2666)
C (-4.8209, 0.7207, 1.6832)
C (3.3374, -0.6263, -0.8167)
C (-2.4660, 1.0321, 0.8848)
C (-0.3706, 1.4338, -0.0419)
C (0.7771, 3.3566, -0.3348)
C (1.8431, 1.2200, -0.1884)
C (1.9028, 2.5601, -0.3031)
N (2.4179, -3.3918, -3.1962)
N (-6.1834, 0.5140, 1.8567)
H (6.3582, -2.5274, -1.3798)
H (-2.8572, 1.8054, 4.2422)
H (5.5906, -0.5656, -0.0252)
H (1.3179, -1.0816, -1.7084)
H (-1.0696, 1.7488, 2.5505)
H (-4.3538, 0.4506, -0.3417)
H (0.8040, 4.4155, -0.3628)
H (1.4871, -3.8507, -3.1905)
H (-6.9227, 0.3084, 1.2158)

Atomic forces in eV per Å
3.6 2.5 2.2
0.8 0.0 0.4
-0.9 -0.3 0.5
1.6 1.5 0.2
1.3 0.0 0.2
-1.3 -3.1 0.6
-2.1 1.6 -0.4
-0.7 3.2 -0.5
4.2 -2.3 -0.3
-5.4 -3.1 -2.3
-5.4 -0.3 0.6
0.9 0.6 2.0
0.5 -0.1 -2.3
-2.3 -0.5 -0.6
2.6 -0.6 -2.3
0.4 -3.2 -1.1
0.8 -1.2 -0.7
-0.3 2.2 3.6
-3.3 -1.2 0.9
-1.4 1.6 -0.2
1.7 0.5 -0.6
1.0 3.0 0.2
-0.3 -1.4 -0.5
-1.6 -1.5 1.1
-0.5 -2.4 1.3
1.1 -1.8 -1.0
1.8 3.7 -1.4
-0.6 -0.2 0.8
2.7 0.1 -0.9
-0.3 0.8 0.2
0.9 0.5 1.2
-1.2 0.5 -0.5
1.5 -0.7 0.2
-1.6 -0.8 -0.9
1.3 0.4 0.7
-0.1 0.8 -0.3
0.8 1.2 0.0
0.0 0.0 -0.3

The molecule's Löwdin atomic charges, reported in e, are given here: atom 1 (O): 0.04, atom 2 (O): 0.09, atom 3 (Br): 0.71, atom 4 (N): 0.20, atom 5 (N): 0.25, atom 6 (N): 0.10, atom 7 (N): 0.19, atom 8 (N): 0.16, atom 9 (N): 0.21, atom 10 (C): -0.45, atom 11 (C): -0.55, atom 12 (C): -0.15, atom 13 (C): -0.22, atom 14 (C): 0.03, atom 15 (C): 0.02, atom 16 (C): 0.03, atom 17 (C): 0.07, atom 18 (C): 0.04, atom 19 (C): 0.06, atom 20 (C): -0.17, atom 21 (C): -0.12, atom 22 (C): -0.21, atom 23 (C): -0.29, atom 24 (C): -0.50, atom 25 (C): -0.12, atom 26 (C): -0.34, atom 27 (C): -0.54, atom 28 (N): 0.13, atom 29 (N): 0.17, atom 30 (H): 0.11, atom 31 (H): 0.10, atom 32 (H): 0.12, atom 33 (H): 0.13, atom 34 (H): 0.15, atom 35 (H): 0.13, atom 36 (H): 0.10, atom 37 (H): 0.18, atom 38 (H): 0.16

***

Question: Among the records above, which one has the highest total energy?
Answer: C18H9BrN8O2

***

Question: Among the records above, which one has the lowest total energy?
Answer: C18H8Cl30N2